Entry 1:
Here is C26H32NO5STi as an isolated structure at a distorted geometry from OMol25. Energies are from ωB97M-V/def2-TZVPD.

As for the HOMO-LUMO gap (alpha / beta): 7.64 / 8.42 eV. As for the molecular weight: 518.48 u. For the HOMO energy (alpha / beta), the calculation gives -0.286 / -0.314 Ha. Its expectation value of S² is 0.754. The spin multiplicity is 2.

Atoms and positions in Å:
O 1.2160 -3.1871 -4.0789
C 0.5689 -4.4936 -3.8747
C 0.5466 -5.0237 -5.2734
H -0.5240 -4.4120 -3.6457
H 1.1633 -5.1169 -3.1795
C 1.3463 -3.7208 -5.4794
H -0.4307 -4.9765 -5.7087
H 1.0338 -5.9662 -5.3983
C 0.5719 -2.7019 -6.3400
H -0.4463 -2.4899 -5.8834
H 0.4289 -3.1056 -7.3598
H 1.1339 -1.7413 -6.3930
C 2.8366 -3.9756 -5.7580
H 3.2477 -4.6557 -4.9789
H 3.4070 -3.0218 -5.6778
H 2.9525 -4.4366 -6.7613
Ti 0.9542 -0.3448 -1.2121
C 2.4413 -0.3304 0.2976
C 1.3865 -1.0401 0.9843
C 1.1486 -2.2691 0.3091
H 0.9340 -0.6864 1.9066
C 2.0271 -2.3459 -0.8283
C 2.8663 -1.1652 -0.8160
H 3.6524 -0.9088 -1.5240
H 2.8144 0.6447 0.5939
H 0.4005 -3.0105 0.6004
H 2.0725 -3.1809 -1.5384
C 0.8871 1.8740 -1.1204
C 2.0617 1.5661 -1.9100
C 1.6048 0.9814 -3.1442
H 3.0636 1.8253 -1.6175
C 0.1706 0.9469 -3.1269
C -0.2705 1.5332 -1.9109
H -1.3061 1.6908 -1.5936
H 0.8817 2.2406 -0.1011
H 2.2412 0.7430 -3.9982
H -0.4890 0.6061 -3.9208
O -3.0660 -2.3067 -1.8261
C -2.1375 -3.4753 -2.1223
C -2.5501 -4.6167 -1.1535
H -1.0669 -3.2225 -2.1150
H -2.2507 -3.6445 -3.2057
C -3.6978 -4.0141 -0.2422
H -1.7825 -4.7299 -0.4025
H -2.7922 -5.6051 -1.6490
C -3.4366 -2.4820 -0.3715
H -3.9423 -4.3329 0.7967
H -4.6497 -4.3749 -0.7252
H -2.7226 -2.0189 0.3961
H -4.2372 -1.7703 -0.1355
O -3.8434 -0.6395 2.8029
S -3.5971 0.3585 1.7931
O -4.6629 1.0680 1.1326
N -2.5367 -0.1985 0.7325
C -1.3499 0.3741 0.7704
O -0.4250 -0.0410 -0.0192
C -1.2242 1.4108 1.8209
C -0.1881 2.2624 2.3306
C -0.4426 3.1062 3.4396
C -1.7192 3.1355 4.0230
C -2.7536 2.3604 3.5073
C -2.4595 1.5217 2.4236
H 0.8055 2.2490 1.8775
H 0.3462 3.7335 3.8568
H -1.9331 3.7642 4.8859
H -3.7707 2.3631 3.9150

Entry 2:
Here is a 2-piece molecular cluster, C30H40N2OP overall at a distorted geometry from OMol25. Energies are from ωB97M-V/def2-TZVPD.

As for the HOMO-LUMO gap: 4.42 eV. As for the molecular weight: 475.64 u. Its net charge is +1. For the HOMO energy, the calculation gives -0.354 Ha. The energy above the lowest of the compared OMol25 structures with the same formula, charge and spin comes out at 16.9 kcal per mole.

Atoms and positions in Å:
C -4.5160 -4.5227 2.0853
C -3.3771 -3.6509 1.6551
C -3.3517 -3.1237 0.3584
C -2.3182 -2.2998 -0.0497
C -1.2397 -1.9748 0.8310
C -0.1671 -1.1606 0.3548
C 1.1753 -1.2565 0.8183
C 1.6893 -2.3530 1.5759
C 3.0029 -2.3717 2.0369
C 3.8522 -1.3139 1.7009
O 5.1743 -1.2430 2.1117
C 6.0414 -2.3174 1.8942
C 7.0080 -2.1775 0.8924
C 7.8048 -3.2772 0.5703
C 7.6739 -4.4712 1.2871
C 6.7516 -4.5651 2.3283
C 5.9248 -3.4848 2.6466
C 3.4054 -0.2449 0.9080
C 2.0994 -0.2344 0.4634
C -1.3121 -2.4910 2.1648
C -2.3409 -3.3413 2.5408
H -4.2402 -5.1542 2.9366
H -5.3883 -3.9224 2.3833
H -4.8493 -5.1817 1.2742
H -4.1567 -3.3796 -0.3395
H -2.3058 -1.8984 -1.0670
H -0.3399 -0.5506 -0.5328
H 1.0340 -3.1876 1.8153
H 3.3650 -3.2061 2.6355
H 7.0902 -1.2337 0.3551
H 8.5319 -3.1898 -0.2372
H 8.3009 -5.3261 1.0349
H 6.6647 -5.4848 2.9147
H 5.1866 -3.5430 3.4474
H 4.1032 0.5425 0.6366
H 1.7410 0.5935 -0.1466
H -0.5607 -2.2009 2.8999
H -2.3503 -3.7927 3.5389
C 0.5548 4.1524 -3.9210
C 0.5040 3.5839 -2.5143
C 1.4090 2.3574 -2.3821
C 1.0207 4.6700 -1.5556
N -0.8721 3.2273 -2.1491
C -1.8465 2.8896 -3.1614
C -3.1500 2.5140 -2.4546
N -2.9247 2.6122 -1.0308
C -3.9612 2.2267 -0.0690
C -5.3433 2.3993 -0.6809
C -3.8885 3.1522 1.1551
C -3.7149 0.7903 0.3969
P -1.3253 2.7529 -0.6288
H -0.7498 1.3737 -0.2597
H -0.0888 5.0323 -4.0135
H 1.5759 4.4868 -4.1214
H 0.2906 3.4230 -4.6879
H 1.5200 2.0560 -1.3312
H 1.0149 1.4980 -2.9408
H 2.4148 2.5934 -2.7681
H 1.0367 4.3558 -0.5009
H 2.0451 4.9353 -1.8596
H 0.3962 5.5713 -1.6393
H -2.0063 3.7659 -3.8025
H -1.5017 2.0749 -3.8219
H -3.9476 3.2146 -2.7356
H -3.4918 1.5119 -2.7663
H -5.5389 1.7133 -1.5076
H -6.0935 2.2084 0.0917
H -5.4938 3.4310 -1.0171
H -2.9336 3.0899 1.6968
H -4.0479 4.1948 0.8457
H -4.7015 2.8758 1.8431
H -2.7743 0.6992 0.9610
H -4.5365 0.4638 1.0558
H -3.6569 0.0939 -0.4488

Entry 3:
Here is one molecule with the formula C19H14FN3O2S at a distorted geometry from OMol25. Energies are from ωB97M-V/def2-TZVPD.

As for the HOMO-LUMO gap: 8.09 eV. As for the molecular weight: 367.41 u. For the HOMO energy, the calculation gives -0.300 Ha. The structure (SMILES) is Nc1ccc(-c2cc3c(cc2F)c(=O)c2c(=O)[nH]sc2n3C2CC2)cc1. The energy above the lowest of the compared OMol25 structures with the same formula, charge and spin comes out at 63.2 kcal per mole.

Atoms and positions in Å:
N -1.4884 -5.8709 -1.5789
C -1.6311 -4.7140 -0.9043
C -0.8056 -4.4326 0.2023
C -0.8631 -3.0867 0.7090
C -1.7025 -2.1740 0.1899
C -1.5878 -0.7425 0.5464
C -0.2213 -0.2191 0.4055
C 0.0996 1.1606 0.6509
C -0.8559 2.0469 0.9514
C -2.1609 1.6332 1.0182
C -2.5808 0.2293 0.9010
F -3.8141 -0.1095 1.4062
C -0.6025 3.5166 1.1427
O -1.5406 4.2787 1.2921
C 0.7981 3.8761 1.1263
C 1.2508 5.2455 1.1335
O 0.8014 6.2528 1.6295
N 2.6077 5.3687 0.7986
S 3.3447 3.9500 0.7561
C 1.7761 2.9822 0.7975
N 1.3608 1.6647 0.4531
C 2.4942 0.8708 -0.1201
C 2.3305 0.0000 -1.3975
C 3.0128 1.3849 -1.5353
C -2.5838 -2.5655 -0.7467
C -2.5365 -3.8169 -1.3271
H -2.1908 -6.2338 -2.1245
H -0.7313 -6.4457 -1.3293
H -0.1849 -5.2313 0.5782
H -0.0735 -2.8779 1.3762
H 0.5172 -1.0247 0.2864
H -3.0502 2.2207 1.2490
H 3.1308 6.1049 1.1198
H 3.2696 0.4077 0.5934
H 2.9783 -0.8701 -1.3825
H 1.3026 -0.2721 -1.7539
H 4.0930 1.3469 -1.7854
H 2.3956 2.1587 -2.0527
H -3.2305 -1.8616 -1.1813
H -3.1281 -4.1507 -2.0935

Entry 4:
Here is a 14-piece molecular cluster, C5H39NO13S overall at a distorted geometry from OMol25. Energies are from ωB97M-V/def2-TZVPD.

As for the HOMO-LUMO gap: 9.21 eV. As for the molecular weight: 353.43 u. For the HOMO energy, the calculation gives -0.339 Ha. The energy above the lowest of the compared OMol25 structures with the same formula, charge and spin comes out at 0.5 kcal per mole.

Atoms and positions in Å:
C -1.0398 -2.0867 -0.2699
N -0.2236 -0.9776 0.1396
C 1.1439 -0.8300 -0.4493
C 1.5590 0.6703 -0.3441
C 1.1235 1.5485 -1.4746
S 2.2613 1.9327 -2.8094
C 2.2901 -1.6712 0.1438
H -1.9963 -2.2201 0.2923
H -0.5361 -3.0647 -0.1847
H -1.3598 -1.9944 -1.3224
H -0.1072 -1.1503 1.1377
H 1.0267 -1.1482 -1.4773
H 2.6131 0.7948 -0.1067
H 1.0147 0.9939 0.5679
H 0.9118 2.5292 -1.0381
H 0.2902 0.9986 -2.0486
H 3.0579 0.8245 -2.8520
H 1.9055 -2.6586 0.2616
H 2.5176 -1.2692 1.1420
H 3.1833 -1.6523 -0.4250
H -1.9102 -1.1165 -3.2701
H -1.7365 0.1707 -2.4539
O -2.4181 -0.4722 -2.7601
H 2.6214 -1.7891 -3.9219
H 1.7347 -0.5948 -4.4659
O 1.7345 -1.4207 -3.9731
H 2.7666 3.5756 1.2050
H 3.7464 2.5826 0.4911
O 3.5974 3.0717 1.3028
H -1.8346 0.5615 0.6835
H -3.2947 0.8710 0.5808
O -2.6489 0.6467 1.2582
H 0.1270 -4.6120 2.5288
H -1.0811 -3.7829 2.8114
O -0.8266 -4.6214 2.3911
H -3.9248 -0.4156 -1.5743
H -4.5541 1.0167 -1.8600
O -4.2311 0.4108 -1.1925
H 0.6791 4.2655 1.9404
H 0.2778 2.9568 1.4950
O 0.9877 3.5923 1.3106
H -2.1259 2.1351 1.9920
H -1.9639 3.5304 1.2081
O -1.7892 3.0521 2.0186
H 0.0835 -3.7654 -4.0540
H -0.0018 -2.3324 -3.5904
O -0.4996 -3.1620 -3.5833
H 1.3206 -0.6525 3.1869
H 0.5282 0.5096 2.8040
O 0.4108 -0.4442 2.9187
H 2.0407 2.0546 4.1765
H 2.9675 2.3074 2.9063
O 2.2111 1.7815 3.2715
H -2.4628 1.8529 -0.9754
H -1.2838 0.7433 -0.8295
O -1.5825 1.5821 -1.2464
H -2.7644 -1.3264 2.1040
H -2.1271 -0.7347 3.3024
O -2.4092 -1.5969 2.9803

Entry 5:
Here is C23H14BrIN5O10P2S3Y as an isolated structure at a distorted geometry from OMol25. Energies are from ωB97M-V/def2-TZVPD.

As for the HOMO-LUMO gap: 7.07 eV. As for the molecular weight: 974.25 u. Its net charge is -2. For the HOMO energy, the calculation gives -0.142 Ha. The energy above the lowest of the compared OMol25 structures with the same formula, charge and spin comes out at 41.0 kcal per mole.

Atoms and positions in Å:
Y 1.7480 1.5531 -0.4542
S 1.9390 1.2956 2.2203
C 3.4922 0.5835 2.5676
C 3.8230 0.3226 3.9054
C 5.0296 -0.2457 4.2725
C 5.3227 -0.4614 5.6725
N 5.5571 -0.6288 6.7859
C 5.9591 -0.5924 3.2827
C 5.6485 -0.3421 1.9567
C 4.4421 0.2515 1.5756
S 4.1982 0.5717 -0.1302
C 7.2233 -1.2064 3.6175
N 8.2361 -1.6934 3.8638
H 3.1041 0.5810 4.6721
H 6.3628 -0.6076 1.1879
O -0.4328 2.5567 -2.2275
P 0.7957 2.2802 -3.2549
O 0.3246 2.1000 -4.6290
O 1.5839 1.1903 -2.5259
O 1.6404 3.6639 -3.1076
P 2.4080 4.1794 -1.7596
O 3.6738 3.1801 -1.7316
O 2.7933 5.5826 -1.9065
O 1.6071 3.6492 -0.5683
H -0.9758 3.2438 -2.6317
H 4.4362 3.5451 -2.1895
Br 1.8128 -4.4902 1.1945
C 1.2010 -4.4360 -0.6016
C 0.7012 -5.6182 -1.1377
C 0.2126 -5.6378 -2.4352
C 0.2156 -4.4752 -3.1929
C 0.7250 -3.3033 -2.6538
C 1.2288 -3.2731 -1.3576
I 2.2295 -1.5340 -0.7454
H 0.6971 -6.5143 -0.5314
H -0.1710 -6.5620 -2.8496
H -0.1740 -4.4786 -4.2035
H 0.7417 -2.3968 -3.2485
O -6.7047 1.6225 3.3548
S -7.6960 1.5837 2.3034
O -8.7118 0.5626 2.4567
O -8.1889 2.8807 1.8733
C -6.7773 1.0450 0.8257
N -7.5128 0.7774 -0.2650
C -6.8399 0.4907 -1.3672
C -5.4564 0.4542 -1.4204
C -4.7935 0.7057 -0.2339
N -5.4483 1.0011 0.8854
C -3.3018 0.6712 -0.1422
C -2.6435 1.3155 0.8996
C -1.2626 1.2840 0.9372
N -0.5143 0.6701 0.0114
C -1.1563 0.0273 -0.9658
C -2.5290 -0.0024 -1.0796
H -7.4310 0.2802 -2.2551
H -4.9354 0.2549 -2.3459
H -3.2177 1.8171 1.6672
H -0.7252 1.7587 1.7493
H -0.5371 -0.4769 -1.6979
H -2.9773 -0.5562 -1.8923

Entry 6:
Here is a 11-piece molecular cluster, C17H48N8O25S3 overall at a distorted geometry from OMol25. Energies are from ωB97M-V/def2-TZVPD.

As for the HOMO-LUMO gap: 10.78 eV. As for the molecular weight: 860.80 u. For the HOMO energy, the calculation gives -0.394 Ha. The structure (SMILES) is CCOS(C)(=O)=O.CCOS(C)(=O)=O.CCOS(C)(=O)=O.C[N+](=O)[O-].C[N+](=O)[O-].C[N+](=O)[O-].C[N+](=O)[O-].C[N+](=O)[O-].C[N+](=O)[O-].C[N+](=O)[O-].C[N+](=O)[O-]. The energy above the lowest of the compared OMol25 structures with the same formula, charge and spin comes out at 12.4 kcal per mole.

Atoms and positions in Å:
C 2.4005 1.4868 -3.1723
C 2.0209 0.8387 -4.4447
O 0.5660 1.0850 -4.6742
S -0.4032 0.0281 -5.4050
C -0.4621 0.4596 -7.0661
O 0.0893 -1.2832 -5.2620
O -1.7036 0.3057 -4.8992
H 1.8566 0.9363 -2.4046
H 2.1200 2.4914 -3.0169
H 3.5104 1.4643 -3.2113
H 2.6158 1.3762 -5.2913
H 2.2650 -0.2608 -4.4704
H 0.4531 0.1125 -7.4791
H -0.6245 1.5784 -7.1132
H -1.2567 -0.1581 -7.5656
C -6.5951 2.2983 2.1426
C -5.7866 3.0408 1.1748
O -5.9959 4.4265 1.3305
S -4.6907 5.2946 1.7989
C -5.6255 6.6015 2.5902
O -4.0166 4.5862 2.8493
O -4.0244 5.7558 0.6552
H -7.6667 2.6308 2.1567
H -6.2690 2.4263 3.1914
H -6.5757 1.2468 1.8041
H -4.7470 2.6055 1.2729
H -6.1318 2.6539 0.1634
H -5.0011 7.3923 2.9467
H -6.1484 6.0850 3.3706
H -6.3268 7.0653 1.9023
C 3.7701 -4.2620 -5.1243
C 4.1958 -2.9716 -4.3791
O 3.0704 -2.3524 -3.6279
S 2.6694 -2.8002 -2.1578
C 1.3899 -4.0774 -2.4830
O 3.7745 -3.4650 -1.5346
O 2.0913 -1.6181 -1.5469
H 2.7432 -4.0392 -5.4540
H 3.7412 -5.1974 -4.6444
H 4.3780 -4.3859 -5.9929
H 4.9438 -3.0541 -3.6534
H 4.4408 -2.1371 -5.0522
H 1.8106 -4.9352 -3.0547
H 0.6169 -3.5143 -3.0503
H 1.1142 -4.3363 -1.5040
C -1.2227 -3.0717 4.5878
N -1.3077 -4.3720 3.8512
O -2.3996 -4.6857 3.3995
O -0.3588 -5.0551 3.7372
H -1.9200 -3.2375 5.3791
H -1.4015 -2.2950 3.8532
H -0.2542 -3.0856 5.0611
C 1.5897 0.3532 5.3708
N 3.0967 0.4931 5.7355
O 3.4336 0.4884 6.9230
O 3.8505 0.4518 4.7708
H 1.4488 -0.6294 4.9218
H 1.2899 1.0925 4.6408
H 1.0938 0.4797 6.2926
C -2.8461 -2.2553 0.7454
N -1.5704 -2.5399 -0.1162
O -0.8424 -3.5069 0.1373
O -1.3505 -1.8372 -1.1010
H -2.8528 -3.0132 1.5122
H -3.7431 -2.4488 0.1156
H -2.8400 -1.2124 1.0938
C -2.4027 1.0688 -2.0471
N -3.1467 0.9224 -0.7466
O -4.3155 0.6750 -0.7031
O -2.4274 1.0232 0.2717
H -2.4143 2.0751 -2.4340
H -2.7679 0.3995 -2.8141
H -1.3637 0.8112 -1.9755
C 5.8726 -1.3598 3.1206
N 5.2347 -0.4173 2.0717
O 5.6775 0.7112 1.9149
O 4.2671 -0.9381 1.5427
H 6.9293 -1.0649 3.1904
H 5.7729 -2.3692 2.6631
H 5.1897 -1.4527 4.0083
C 1.9800 -3.1728 2.1805
N 2.8338 -3.0570 3.4332
O 3.6604 -3.8967 3.6182
O 2.6491 -2.1087 4.1501
H 2.7234 -2.8522 1.4127
H 1.2501 -2.3680 2.3287
H 1.6057 -4.2080 2.1331
C 1.2351 0.6813 0.6716
N 0.5247 0.8294 2.0392
O 0.0971 -0.2198 2.5031
O 0.5413 1.9091 2.6038
H 0.8699 -0.2402 0.1866
H 2.2878 0.5902 0.9746
H 1.0630 1.6169 0.1339
C -1.3390 5.2569 -0.6712
N -0.5130 4.6498 -1.7335
O -0.3608 5.1955 -2.8182
O 0.0273 3.5671 -1.4857
H -2.4101 5.0930 -0.7856
H -1.2119 6.3210 -0.7169
H -1.1085 4.7911 0.2528

Entry 7:
Here is a 3-piece molecular cluster, C6H13NO overall at a distorted geometry from OMol25. Energies are from ωB97M-V/def2-TZVPD.

As for the HOMO-LUMO gap: 4.45 eV. As for the molecular weight: 115.18 u. For the HOMO energy, the calculation gives -0.270 Ha. The energy above the lowest of the compared OMol25 structures with the same formula, charge and spin comes out at 314.3 kcal per mole.

Atoms and positions in Å:
C 0.6303 -0.4167 1.0824
N 0.2440 0.9692 1.3398
C 0.6645 1.2137 2.6689
O -0.5850 -3.0180 -0.2096
C 0.3197 -0.6821 -0.3540
C 0.7725 0.3576 -1.3547
C -0.2725 1.1556 -1.8479
C -1.3938 0.8188 -2.5849
H 0.1324 -1.1435 1.7360
H 1.7401 -0.5714 1.2092
H 0.1697 0.5964 3.4757
H 0.4381 2.2651 2.9647
H 1.7628 1.0434 2.8473
H -0.7307 -3.8931 -0.5918
H -0.8401 -0.7755 -0.4896
H -1.6417 -0.7231 -0.7629
H 0.7114 -1.6424 -0.6815
H 1.7417 0.7951 -1.1114
H -0.4370 2.0625 -1.2932
H -1.9588 1.6954 -2.9061
H -1.4675 -0.1070 -3.1365

Entry 8:
Here is a 2-piece molecular cluster, C5H8N overall at a distorted geometry from OMol25. Energies are from ωB97M-V/def2-TZVPD.

As for the HOMO-LUMO gap: 8.74 eV. As for the molecular weight: 82.13 u. Its net charge is +1. For the HOMO energy, the calculation gives -0.605 Ha. The energy above the lowest of the compared OMol25 structures with the same formula, charge and spin comes out at 142.8 kcal per mole.

Atoms and positions in Å:
C 2.6756 0.3081 -0.7837
C 1.5963 -0.3943 -0.3328
C -0.6866 1.5886 0.8166
C -0.1112 -2.0854 0.5801
C 0.5347 -0.8553 0.1271
N 3.6734 0.9093 -0.8611
H -1.0178 2.6112 1.2470
H -0.9571 1.0211 1.7181
H -1.2553 1.6396 -0.0977
H -1.1597 -1.9347 0.7171
H 0.3473 -2.4794 1.3629
H -0.0188 -2.7174 -0.2738
H -0.1587 0.0919 0.3573
H 0.3170 1.6674 0.6205

Entry 9:
Here is a 4-piece molecular cluster, C4H15NO4S overall at a distorted geometry from OMol25. Energies are from ωB97M-V/def2-TZVPD.

As for the HOMO-LUMO gap: 9.16 eV. As for the molecular weight: 173.23 u. For the HOMO energy, the calculation gives -0.336 Ha. The structure (SMILES) is N[C@@H](C=O)CCS.O.O.O. The energy above the lowest of the compared OMol25 structures with the same formula, charge and spin comes out at 27.6 kcal per mole.

Atoms and positions in Å:
N 0.0725 -0.2513 1.1968
C 0.9222 -1.1484 0.3598
C 0.1479 -2.3939 0.0378
O -0.6837 -2.4653 -0.8245
C 1.4564 -0.4327 -0.9018
C 1.5409 1.1022 -0.7939
S 2.8023 1.6781 0.3582
H -0.8763 -0.1712 0.8358
H 0.0324 -0.6759 2.1249
H 1.7617 -1.3910 1.0006
H 0.3109 -3.2783 0.6909
H 2.4793 -0.8007 -1.0236
H 0.8413 -0.7050 -1.7624
H 0.5681 1.4645 -0.4601
H 1.7378 1.4733 -1.7954
H 2.5382 1.0866 1.4856
O -2.6454 0.5038 -0.0359
H -2.4456 1.3347 -0.4576
H -3.5871 0.5805 0.1064
O -1.7960 1.9777 2.5541
H -2.5005 1.9530 1.9021
H -1.0312 1.5299 2.1982
O -2.9734 -1.0304 -2.5869
H -2.9003 -0.4156 -1.8180
H -2.0862 -1.1632 -2.9640